DFT (ωB97M-V/def2-TZVPD) results for a cluster of 9 separate species, C31H43BCl8F7N in total.

Each line ends with the Löwdin charge.
Cartesian coordinates (Å):
1 C 3.1631 2.7113 1.5338  -0.08
2 C 2.1592 3.5142 0.7321  -0.23
3 C 1.9560 2.8537 -0.6017  -0.13
4 N 0.9494 3.5005 -1.4934  -0.26
5 C 0.7145 2.6560 -2.7080  -0.12
6 C -0.4835 3.0450 -3.5074  -0.15
7 C -1.7228 3.1921 -2.6510  -0.17
8 C -1.4569 4.2084 -1.5708  -0.16
9 C -0.2756 3.7955 -0.7141  -0.12
10 C 1.5286 4.7677 -2.0032  0.03
11 H 2.8657 1.6772 1.6875  0.07
12 H 3.4256 3.2062 2.4661  0.09
13 H 4.1246 2.6488 1.0028  0.09
14 H 2.5218 4.5383 0.6108  0.12
15 H 1.2712 3.5902 1.3556  0.07
16 H 1.6179 1.8219 -0.4375  0.14
17 H 2.8561 2.7197 -1.2075  0.15
18 H 0.5760 1.6436 -2.3178  0.12
19 H 1.6628 2.5838 -3.2371  0.13
20 H -0.6416 2.3237 -4.3116  0.12
21 H -0.2913 3.9877 -4.0412  0.12
22 H -1.9055 2.2667 -2.0881  0.10
23 H -2.5908 3.4216 -3.2606  0.12
24 H -2.3241 4.3438 -0.9234  0.13
25 H -1.2599 5.2226 -1.9499  0.12
26 H -0.5583 2.8538 -0.2372  0.13
27 H -0.0589 4.5778 -0.0010  0.13
28 H 2.3997 4.5013 -2.5840  0.12
29 H 1.8257 5.3815 -1.1531  0.10
30 H 0.7513 5.3417 -2.4905  0.10
31 B -0.8124 -0.0310 0.0794  -1.26
32 F -0.4468 -0.1533 -1.2757  0.10
33 F -1.4650 -1.2198 0.5247  0.08
34 F 0.3663 0.1582 0.8427  0.09
35 F -1.7105 1.0381 0.3110  0.08
36 C -0.4018 -3.9674 -1.3761  -0.99
37 Cl 1.2295 -3.8444 -2.0770  0.51
38 Cl -0.6998 -5.6310 -0.8288  0.50
39 H -0.4850 -3.3366 -0.5049  0.00
40 H -1.1002 -3.7249 -2.1618  0.02
41 C -3.7794 -1.2383 -2.0032  -1.05
42 Cl -4.5044 0.3775 -2.1632  0.51
43 Cl -4.7759 -2.5272 -2.6481  0.53
44 H -2.8229 -1.1726 -2.5093  0.02
45 H -3.5795 -1.4157 -0.9527  -0.02
46 C -4.2568 0.1131 2.1389  -1.02
47 Cl -5.3643 1.0097 3.1727  0.52
48 Cl -4.9884 -1.3988 1.5453  0.54
49 H -3.9959 0.6769 1.2542  0.00
50 H -3.3622 -0.1251 2.6973  0.02
51 C -0.0930 1.9324 3.1706  -1.04
52 Cl 0.5732 1.5669 4.7603  0.54
53 Cl -1.0033 3.4485 3.1485  0.53
54 H 0.7116 1.9861 2.4537  -0.02
55 H -0.7406 1.1283 2.8507  0.01
56 F 4.9954 1.0798 -5.0137  0.06
57 C 3.7141 0.6784 -5.0519  -0.30
58 C 3.1386 0.2713 -3.8691  -0.03
59 C 1.8544 -0.2399 -3.9096  -0.09
60 C 1.1551 -0.2619 -5.1191  -0.09
61 C 1.7433 0.1702 -6.2909  -0.08
62 C 3.0477 0.6510 -6.2576  -0.01
63 H 3.6905 0.3071 -2.9378  0.12
64 H 1.3819 -0.7028 -3.0498  0.09
65 H 0.1109 -0.5560 -5.1417  0.11
66 H 1.1464 0.2334 -7.1904  0.11
67 H 3.6082 0.9414 -7.1393  0.12
68 F 3.5608 -1.3813 4.6443  0.05
69 C 3.0282 -2.2380 3.7506  -0.29
70 C 3.0991 -3.5874 4.0197  -0.02
71 C 2.7010 -4.4732 3.0311  -0.08
72 C 2.1862 -3.9869 1.8393  -0.09
73 C 2.0537 -2.6315 1.6154  -0.07
74 C 2.5094 -1.7534 2.5794  -0.02
75 H 3.4672 -3.9205 4.9814  0.12
76 H 2.8387 -5.5252 3.2486  0.11
77 H 1.8533 -4.6795 1.0721  0.09
78 H 1.5480 -2.3153 0.7152  0.09
79 H 2.4233 -0.6825 2.4496  0.10
80 F -3.9974 -6.1142 6.1486  0.05
81 C -3.4880 -5.2407 5.2606  -0.29
82 C -3.8894 -5.2934 3.9409  -0.02
83 C -3.3102 -4.4270 3.0279  -0.09
84 C -2.4708 -3.4156 3.4647  -0.10
85 C -2.1359 -3.3322 4.8103  -0.08
86 C -2.6114 -4.2774 5.7088  -0.02
87 H -4.6447 -6.0288 3.6830  0.12
88 H -3.6178 -4.4367 1.9907  0.10
89 H -2.1289 -2.6793 2.7442  0.09
90 H -1.4458 -2.5612 5.1334  0.10
91 H -2.4078 -4.1370 6.7633  0.12

Calculated values
- E_LUMO: -0.216 eV
- Orbital gap: 8.569 eV
- E: -5667.47405 hartree


DFT (ωB97M-V/def2-TZVPD) results for a cluster of 2 separate species, C9H14NO in total.

Each line ends with the Löwdin charge.
Cartesian coordinates (Å):
1 C -2.2793 2.2600 0.2097  -0.06
2 C -2.5807 1.2189 -0.6992  -0.05
3 C -1.2344 2.1119 0.9886  0.00
4 C -1.9201 0.0159 -0.8514  0.06
5 C -0.3188 0.8752 0.8426  -0.09
6 C -0.7883 -0.2453 -0.0229  -0.19
7 C -0.5769 -2.5288 -0.6836  -0.03
8 C 1.1256 -1.4713 0.6816  0.02
9 C 3.9447 0.9144 -0.4715  -0.02
10 N -0.1626 -1.4015 0.0059  -0.14
11 O 2.8563 1.1776 0.1054  -0.08
12 H -3.1155 2.8738 0.3539  0.11
13 H -3.5652 1.3667 -1.2450  0.14
14 H -0.7547 2.8008 1.6345  0.12
15 H -2.1595 -0.5977 -1.6520  0.11
16 H -0.0836 0.7319 1.9051  0.13
17 H -0.3716 -2.3649 -1.8070  0.15
18 H -0.1548 -3.4563 -0.3941  0.09
19 H -1.6837 -2.5981 -0.6571  0.12
20 H 0.9852 -0.9948 1.7601  0.15
21 H 1.4551 -2.5322 0.5955  0.12
22 H 1.7806 -0.7345 0.2324  0.06
23 H 0.7482 1.0888 0.4656  0.12
24 H 4.5552 1.5917 -1.0455  0.09
25 H 4.2988 -0.1020 -0.2516  0.09

Calculated values
- E_LUMO (alpha / beta): -2.783 / -6.958 eV
- Total charge: +1
- Energy relative to the best compared isomer or geometry (same formula, charge and spin): 1.5 kcal/mol
- Orbital gap (alpha / beta): 7.535 / 6.797 eV
- 2S+1: 3
- E: -480.89626 hartree


DFT (ωB97M-V/def2-TZVPD) results for a structure of composition C33H36BiCl2N3O3S6SiTe.

Each line ends with the Löwdin charge.
Cartesian coordinates (Å):
1 Bi -0.0459 0.6920 -0.0280  1.16
2 S -2.7829 6.7901 -3.5744  0.40
3 C -2.1148 5.4919 -2.7984  -1.55
4 S -1.6087 5.5118 -1.1493  0.86
5 C -1.0589 3.8437 -1.0198  -1.18
6 C -1.1789 3.1099 -2.1490  -1.18
7 S -0.7383 1.4436 -2.4350  0.42
8 S -1.8504 3.9531 -3.5357  0.86
9 S -0.4259 3.3474 0.5166  0.37
10 C 3.9986 7.2949 0.2675  -0.07
11 C 3.7251 5.8272 0.0668  -0.28
12 C 4.0007 4.9024 1.0615  -0.03
13 C 3.7343 3.5462 0.8976  -0.31
14 C 4.0378 2.6204 2.0405  -0.10
15 C 3.1844 3.0827 -0.3035  -0.47
16 Te 2.6607 1.0050 -0.6305  0.94
17 C 2.9555 4.0004 -1.3397  -0.31
18 C 2.4320 3.6013 -2.6969  -0.09
19 C 3.2157 5.3522 -1.1314  -0.03
20 H 4.0554 7.5399 1.3286  0.07
21 H 3.2091 7.8988 -0.1819  0.07
22 H 4.9459 7.5817 -0.1977  0.07
23 H 4.4267 5.2409 2.0017  0.10
24 H 4.6407 3.1240 2.7994  0.07
25 H 4.5780 1.7406 1.6886  0.05
26 H 3.1109 2.2891 2.5116  0.03
27 H 1.3429 3.6843 -2.7308  0.06
28 H 2.6919 2.5703 -2.9268  0.01
29 H 2.8450 4.2533 -3.4696  0.07
30 H 3.0070 6.0546 -1.9335  0.11
31 C -2.2009 -3.7057 1.9343  -0.19
32 Si -0.8509 -2.4420 2.4237  0.17
33 C 0.7700 -3.4759 2.5299  -0.18
34 C -1.3068 -1.9905 4.2242  -0.21
35 O -0.7196 -1.2243 1.4458  -0.58
36 H -1.9964 -4.7063 2.3290  0.01
37 H -2.2642 -3.7759 0.8446  0.01
38 H -3.1857 -3.4010 2.3004  0.01
39 H 1.1013 -3.6632 3.5563  0.01
40 H 1.5715 -2.9270 2.0253  -0.01
41 H 0.6683 -4.4452 2.0313  0.01
42 H -1.4806 -2.8717 4.8518  0.01
43 H -2.2254 -1.3959 4.2287  0.02
44 H -0.5258 -1.3843 4.6903  -0.04
45 Cl 2.8603 -1.1692 -4.9416  0.73
46 C 1.2452 -1.6249 -5.3623  -0.57
47 C 0.5702 -0.7260 -6.1741  -0.13
48 C -0.7329 -0.9523 -6.5643  -0.10
49 C -1.3699 -2.1026 -6.1376  -0.12
50 C -0.6912 -2.9971 -5.3402  -0.57
51 Cl -1.5452 -4.4234 -4.8182  0.71
52 C 0.6345 -2.8065 -4.9001  -0.26
53 N 1.1862 -3.8195 -4.1172  0.08
54 C 2.2763 -3.7859 -3.1886  -0.22
55 C 3.5790 -3.9691 -3.6356  -0.08
56 C 4.6258 -4.0312 -2.7321  -0.10
57 C 4.3679 -3.9268 -1.3724  -0.10
58 C 3.0668 -3.7732 -0.9227  -0.02
59 C 2.0004 -3.7127 -1.8156  -0.15
60 C 0.5889 -3.5476 -1.3353  -0.04
61 C 0.0163 -2.1247 -1.5934  -0.68
62 O -1.1232 -2.0081 -2.0254  0.01
63 O 0.8052 -1.1851 -1.2135  -0.39
64 H 1.0903 0.1719 -6.4777  0.10
65 H -1.2616 -0.2333 -7.1746  0.10
66 H -2.3982 -2.2987 -6.4068  0.10
67 H 0.4440 -4.4036 -3.7622  0.04
68 H 3.7574 -4.0439 -4.6998  0.10
69 H 5.6405 -4.1612 -3.0885  0.09
70 H 5.1794 -3.9829 -0.6557  0.09
71 H 2.8583 -3.6841 0.1375  0.10
72 H 0.5312 -3.6597 -0.2505  0.10
73 H -0.0818 -4.2767 -1.7931  0.11
74 C 2.8400 -0.7665 5.8644  -0.06
75 N 3.1826 -0.9372 4.4795  -0.13
76 C 4.2907 -1.6085 3.9865  -0.08
77 C 4.2752 -1.4776 2.6471  -0.10
78 N 3.1598 -0.7413 2.3186  0.04
79 C 2.4873 -0.3718 3.4389  -0.80
80 S 1.1450 0.6050 3.5519  0.63
81 H 2.8420 -1.7266 6.3826  0.09
82 H 1.8422 -0.3330 5.9012  0.04
83 H 3.5380 -0.0892 6.3632  0.09
84 H 4.9796 -2.1179 4.6372  0.11
85 H 4.9584 -1.8353 1.8974  0.11
86 H 2.9757 -0.3184 1.3851  -0.04

Calculated values
- E_LUMO: 3.878 eV
- Total charge: -2
- Energy relative to the best compared isomer or geometry (same formula, charge and spin): 5.3 kcal/mol
- Orbital gap: 5.707 eV
- E: -5750.98855 hartree


DFT (ωB97M-V/def2-TZVPD) results for a structure of composition C28H30N11PRe.

Each line ends with the Löwdin charge.
Cartesian coordinates (Å):
1 Re -0.2363 0.1861 -0.5186  1.79
2 C -1.0492 -4.2283 2.8679  0.01
3 N -1.3590 -2.9768 2.2275  -0.10
4 C -2.4423 -2.2008 2.4636  0.03
5 C -2.3576 -1.1316 1.6129  -0.08
6 N -1.2174 -1.2360 0.8712  -0.08
7 C -0.6315 -2.3844 1.2676  -0.42
8 P 0.6687 -3.3091 0.3742  1.25
9 C 1.9215 -1.9832 0.2499  -0.42
10 N 1.7540 -0.7695 -0.3139  -0.08
11 C 3.0129 -0.2874 -0.5268  -0.08
12 C 3.9274 -1.1996 -0.0731  0.03
13 N 3.2278 -2.2558 0.4015  -0.10
14 C 3.7770 -3.4684 0.9485  0.01
15 C -0.0541 -2.8677 -1.2637  -0.41
16 N -0.4180 -1.6364 -1.6855  -0.10
17 C -0.8993 -1.8022 -2.9497  -0.08
18 C -0.8254 -3.1241 -3.2871  0.02
19 N -0.2952 -3.7723 -2.2217  -0.09
20 C -0.0373 -5.1859 -2.1376  0.02
21 H -1.5927 -4.3053 3.8081  0.12
22 H 0.0187 -4.2985 3.0751  0.10
23 H -1.3452 -5.0691 2.2369  0.12
24 H -3.1955 -2.4448 3.1884  0.16
25 H -3.0821 -0.3527 1.4953  0.12
26 H 3.2267 0.6385 -1.0178  0.12
27 H 5.0003 -1.1566 -0.0753  0.16
28 H 4.8048 -3.2974 1.2646  0.12
29 H 3.7824 -4.2632 0.1993  0.12
30 H 3.1967 -3.7970 1.8107  0.10
31 H -1.2742 -1.0125 -3.5685  0.10
32 H -1.1130 -3.6146 -4.1972  0.16
33 H -0.3334 -5.6608 -3.0713  0.12
34 H -0.6066 -5.6377 -1.3231  0.11
35 H 1.0244 -5.3785 -1.9722  0.11
36 C -0.2714 2.4316 -3.1377  -0.07
37 N -1.2897 1.4898 -2.6598  -0.03
38 C -2.5594 2.0826 -2.2252  -0.07
39 C -2.6958 2.0675 -0.7408  -0.25
40 N -1.7877 1.5437 0.0957  -0.02
41 C -2.2178 1.8723 1.3707  -0.26
42 C -1.6469 1.6506 2.6317  -0.03
43 C -2.3440 2.0891 3.7441  -0.03
44 C -3.5776 2.7346 3.6273  -0.01
45 C -4.1672 2.9578 2.3836  0.05
46 C -3.4584 2.5385 1.2681  -0.16
47 N -3.7103 2.6354 -0.0867  0.23
48 C 0.8213 2.6143 -2.1397  -0.25
49 N 0.8901 1.9631 -0.9695  -0.02
50 C 1.9563 2.5271 -0.2882  -0.26
51 C 2.4646 2.2985 0.9980  -0.03
52 C 3.5784 3.0199 1.3915  -0.03
53 C 4.1853 3.9497 0.5434  -0.01
54 C 3.7016 4.1864 -0.7427  0.05
55 C 2.5718 3.4801 -1.1284  -0.16
56 N 1.8129 3.4947 -2.2827  0.23
57 H -0.7007 3.4253 -3.3354  0.16
58 H 0.1617 2.0793 -4.0810  0.16
59 H -1.4862 0.8297 -3.4058  0.10
60 H -3.4047 1.5423 -2.6672  0.16
61 H -2.6471 3.1309 -2.5482  0.16
62 H -0.6790 1.1765 2.7246  0.10
63 H -1.9293 1.9427 4.7290  0.13
64 H -4.0816 3.0872 4.5144  0.13
65 H -5.1369 3.4241 2.3055  0.14
66 H -4.5304 3.0683 -0.4945  0.21
67 H 1.9809 1.5997 1.6674  0.10
68 H 3.9899 2.8755 2.3781  0.13
69 H 5.0366 4.5143 0.8923  0.13
70 H 4.1988 4.8787 -1.4035  0.14
71 H 1.9942 4.0814 -3.0883  0.21

Calculated values
- E_LUMO (alpha / beta): -14.344 / -13.882 eV
- Total charge: +4
- Orbital gap (alpha / beta): 4.695 / 5.197 eV
- 2S+1: 2
- E: -2105.59748 hartree